CClNO | ωB97M-V/def2-TZVPD

Output
- M (g/mol) = 77.47
- E_HOMO (alpha / beta) (eV) = -10.35 / -10.80
- energy above the lowest of the compared OMol25 structures with the same formula, charge and spin (kcal per mole) = 119.1

XYZ file:
```
4
Properties=species:S:1:pos:R:3:forces:R:3
C 0.591962 0.067319 -1.750465 -2.08 1.07 -3.08
N 1.207159 -0.243059 -0.856875 2.16 -1.11 2.95
O -0.228652 0.513367 1.380255 -0.82 -0.43 0.03
Cl -1.570469 -0.337627 1.227085 0.74 0.46 0.11
```
Forces are in eV/Å.

=====

C2H3BrO2 | ωB97M-V/def2-TZVPD

Output
- M (g/mol) = 138.95
- SMILES = CC1(Br)OO1
- E_HOMO (eV) = -10.32
- energy above the lowest of the compared OMol25 structures with the same formula, charge and spin (kcal per mole) = 132.0

XYZ file:
```
8
Properties=species:S:1:pos:R:3:forces:R:3
C 0.656845 0.550816 -0.228966 -5.20 -4.91 2.92
C -0.574293 -0.554095 0.055937 -1.37 2.82 1.17
O 0.487604 1.348333 0.924588 1.90 0.55 -0.86
O 0.187078 1.771610 -0.480544 0.92 0.64 -0.68
Br 1.938945 -0.760415 -0.767513 1.78 1.42 -0.47
H -1.437381 0.201836 0.459298 1.81 -2.35 -0.88
H -0.930632 -1.178213 -0.736927 -0.15 0.36 -1.28
H -0.328165 -1.379873 0.774127 0.30 1.47 0.08
```
Forces are in eV/Å.

=====

CH7NO3P | ωB97M-V/def2-TZVPD

Output
- M (g/mol) = 112.04
- E_HOMO (eV) = -13.41
- total charge = +1
- energy above the lowest of the compared OMol25 structures with the same formula, charge and spin (kcal per mole) = 57.2

XYZ file:
```
13
Properties=species:S:1:pos:R:3:forces:R:3
C 0.489164 0.807696 -1.633713 -4.30 2.85 -0.35
N -0.610896 1.458246 -2.062766 -0.09 -1.69 -0.36
O 1.440432 -1.429260 0.961201 -1.10 1.61 -1.90
O -0.917858 -1.157607 2.154577 -2.35 -1.25 0.57
O 0.388673 0.830290 0.658637 -0.10 -0.09 -0.95
P 0.904251 -0.086918 1.695611 0.90 0.73 1.35
H 0.267889 -0.259030 -1.553185 1.42 0.24 -0.06
H 1.274249 1.541098 -1.395365 0.32 -1.45 -0.17
H -0.974100 -1.743311 1.372177 -0.29 0.16 0.60
H -1.520476 0.914043 -2.349488 2.48 1.48 0.87
H -0.661162 2.498027 -2.152487 0.21 -1.35 0.16
H 1.681798 -2.069876 1.585793 0.85 -1.71 1.51
H -1.761964 -1.303399 2.719008 2.05 0.49 -1.28
```
Forces are in eV/Å.

=====

C24H44B2F4N2P2Zn | ωB97M-V/def2-TZVPD

Output
- M (g/mol) = 585.58
- E_HOMO (eV) = -7.87
- energy above the lowest of the compared OMol25 structures with the same formula, charge and spin (kcal per mole) = 5.7

XYZ file:
```
79
Properties=species:S:1:pos:R:3:forces:R:3
Zn 1.695908 -0.586243 -0.768872 -0.46 0.37 0.00
C 1.808799 3.228550 1.664538 0.00 -0.01 -0.01
C 0.834704 3.087541 0.490295 0.05 -0.09 0.10
C -0.355255 2.235320 0.963171 0.01 0.01 -0.01
C 0.311121 4.469312 0.087384 0.01 -0.01 -0.01
P 1.674568 2.079127 -0.840070 0.06 -0.19 -0.34
C 0.398445 2.008860 -2.201244 -0.07 0.16 0.02
N -0.530794 0.925879 -1.942874 0.01 -0.06 0.08
B -0.206081 -0.361515 -1.395080 -0.02 -0.11 -0.01
N -1.455446 -1.031588 -1.220583 0.03 0.24 0.12
C -1.658249 -2.292370 -0.534843 -0.05 -0.22 -0.13
P -0.853371 -2.288370 1.146214 0.10 0.07 0.03
C -2.343466 -2.081359 2.275055 -0.03 -0.03 0.03
C -3.551705 -2.996798 2.056838 0.01 -0.01 0.04
C -1.888852 -2.207481 3.730668 -0.02 0.04 0.00
C -2.790446 -0.629991 2.038536 -0.04 -0.04 -0.02
C -0.147509 -4.022206 1.297183 -0.01 -0.03 0.06
C 0.676600 -4.308041 0.033673 -0.01 0.02 -0.05
C -1.146364 -5.159735 1.503694 0.01 0.00 -0.04
C 0.842515 -3.984505 2.471436 -0.01 0.05 0.00
C -2.480870 -0.177941 -1.612857 -0.01 -0.10 -0.09
C -3.853716 -0.354111 -1.630932 -0.02 0.05 0.00
C -4.649928 0.691459 -2.086571 0.02 0.01 0.00
C -4.086634 1.881606 -2.529089 0.03 -0.02 0.01
C -2.706772 2.059947 -2.530540 -0.03 0.02 0.01
C -1.911612 1.027809 -2.065882 0.02 0.06 -0.07
C 3.158013 2.948571 -1.576162 0.03 0.08 0.12
C 3.091295 4.475317 -1.615859 -0.04 -0.05 -0.06
C 4.366227 2.513651 -0.731344 0.00 -0.01 -0.03
C 3.370782 2.421665 -2.998759 0.01 -0.01 -0.01
H 1.297912 3.719632 2.495481 -0.02 0.01 0.03
H 2.678050 3.832592 1.409551 0.03 0.05 -0.02
H 2.158553 2.255258 2.012749 0.01 -0.03 0.01
H -0.733101 2.659800 1.895776 -0.03 0.02 0.04
H -0.070551 1.199621 1.153109 0.01 -0.07 0.03
H -1.173099 2.234306 0.244225 -0.04 -0.01 -0.06
H -0.435231 4.782299 0.820699 0.00 0.03 0.04
H -0.179858 4.475286 -0.885007 -0.04 -0.03 -0.02
H 1.094092 5.222672 0.075334 0.04 0.01 -0.02
H 0.911426 1.856805 -3.150971 -0.01 0.02 0.01
H -0.147964 2.951034 -2.278093 0.04 -0.01 0.01
H -1.208171 -3.091728 -1.122574 -0.06 -0.01 0.00
H -2.724026 -2.507702 -0.480384 0.03 0.00 0.03
H -3.372918 -4.011154 2.406056 0.01 0.01 -0.02
H -3.866077 -3.048297 1.015325 -0.02 0.01 -0.04
H -4.400110 -2.601445 2.622168 -0.01 0.00 0.03
H -1.619049 -3.230353 3.988493 0.00 -0.05 0.00
H -2.707116 -1.908816 4.390249 -0.03 0.02 0.03
H -1.034576 -1.562488 3.941984 0.04 0.02 0.00
H -3.202226 -0.482074 1.038654 0.01 0.00 -0.02
H -1.965866 0.069489 2.169722 0.06 0.04 0.02
H -3.571577 -0.374052 2.758567 -0.04 0.01 0.01
H 0.059341 -4.652512 -0.796290 -0.01 0.01 -0.01
H 1.398841 -5.097045 0.251610 0.01 -0.03 0.00
H 1.247576 -3.438170 -0.301378 0.01 -0.01 0.03
H -1.954264 -5.138844 0.770581 -0.01 0.01 -0.03
H -1.586635 -5.135778 2.499275 -0.02 0.01 0.04
H -0.629911 -6.117407 1.399037 0.03 -0.04 0.01
H 1.678696 -3.320440 2.251246 0.02 0.04 -0.02
H 1.241747 -4.985986 2.640068 0.04 -0.07 0.00
H 0.385588 -3.647129 3.399481 -0.03 -0.01 0.04
H -4.304672 -1.280103 -1.304122 -0.04 -0.06 0.03
H -5.723287 0.570512 -2.102677 -0.06 -0.01 0.00
H -4.724763 2.675657 -2.887648 -0.05 0.05 -0.02
H -2.273941 2.981474 -2.896152 0.01 0.03 -0.02
H 3.083950 4.910979 -0.619126 0.00 0.01 0.05
H 2.219853 4.840401 -2.160991 -0.04 -0.01 0.00
H 3.981891 4.848369 -2.126397 0.03 0.03 -0.03
H 4.232836 2.729290 0.326974 0.00 0.02 0.07
H 5.250696 3.055346 -1.071270 0.06 0.01 -0.03
H 4.566703 1.446604 -0.834231 -0.03 -0.02 0.01
H 2.653584 2.841974 -3.703298 0.00 0.01 -0.02
H 3.324285 1.332154 -3.049959 -0.02 -0.04 0.01
H 4.368005 2.717552 -3.328910 0.05 0.01 -0.02
F 3.322895 -1.134588 -1.959411 0.15 0.06 -0.77
B 4.121172 -1.677933 -0.896678 -0.04 0.08 0.29
F 5.308449 -1.039319 -0.790172 0.23 0.09 -0.04
F 3.247631 -1.271554 0.236850 0.07 -0.09 0.67
F 4.163311 -3.026553 -0.944650 0.07 -0.29 -0.08
```
Forces are in eV/Å.

=====

C10H11F3N2 | ωB97M-V/def2-TZVPD

Output
- M (g/mol) = 216.21
- SMILES = Cc1ccc([C@]2(C(F)(F)F)NN2C)cc1
- E_HOMO (eV) = -9.15
- energy above the lowest of the compared OMol25 structures with the same formula, charge and spin (kcal per mole) = 32.6

XYZ file:
```
26
Properties=species:S:1:pos:R:3:forces:R:3
C 0.858578 -0.905542 0.756476 0.03 0.37 -1.91
C 0.662320 1.002390 -0.538365 1.37 6.51 -3.72
C 2.246054 -0.860347 0.759128 -1.29 0.36 -0.14
C 2.023455 1.211167 -0.531637 1.45 -1.89 2.03
C 0.041448 -0.033993 -0.041793 -1.59 -3.51 3.82
C 2.800909 0.214766 0.135454 1.31 2.10 -1.16
C -1.460576 -0.079112 0.162738 -1.11 -3.92 -1.70
C 4.298982 0.339394 0.091814 0.46 -0.97 -1.60
C -3.728484 -1.061026 -1.074881 -1.22 -0.43 -0.32
C -2.173381 1.175717 0.448583 -3.56 1.58 0.11
N -2.105442 -1.248796 0.778351 0.83 -0.60 0.17
N -2.350796 -1.200324 -0.654261 3.02 1.88 1.25
F -2.746542 1.813778 -0.648267 1.05 -0.90 0.23
F -3.260029 1.002991 1.265847 0.62 -0.42 -0.37
F -1.454182 2.087433 1.040038 1.33 0.77 0.53
H 0.437638 -1.715730 1.239549 -1.06 -1.44 1.03
H 0.213139 1.938222 -1.025618 -0.44 -1.84 0.70
H 2.914924 -1.580157 1.218693 -0.48 -0.09 0.21
H 2.522700 2.145516 -0.822164 -0.51 -0.56 -0.26
H 4.651186 1.296678 0.425405 0.08 0.56 0.31
H 4.822407 -0.462854 0.718171 -0.61 0.99 -1.32
H 4.509033 0.334657 -1.060239 0.40 -0.47 2.17
H -4.486651 -0.497055 -0.476851 1.02 -0.05 -0.20
H -3.783679 -0.754992 -2.158188 0.29 -0.19 1.22
H -4.037512 -2.125130 -1.018168 -0.24 0.51 -0.25
H -1.415500 -2.037652 1.010187 -1.16 1.64 -0.85
```
Forces are in eV/Å.

=====

C20H19F5N6STl | ωB97M-V/def2-TZVPD

Output
- M (g/mol) = 674.85
- E_HOMO (eV) = -11.10
- total charge = +1
- energy above the lowest of the compared OMol25 structures with the same formula, charge and spin (kcal per mole) = 0.0

XYZ file:
```
52
Properties=species:S:1:pos:R:3:forces:R:3
Tl 12.222871 11.635820 4.754888 1.35 1.03 -2.22
C 17.604542 7.068546 3.021621 0.76 0.28 1.09
C 18.037773 7.752341 4.386058 1.11 -1.23 -1.81
C 19.513046 7.320092 4.562780 0.61 -0.43 0.69
C 17.204487 7.270377 5.547092 0.38 -0.85 0.76
C 17.913775 9.230358 4.253916 -1.48 1.66 -0.27
C 19.023216 10.119464 4.191571 -1.16 -0.28 0.36
C 18.839970 11.491985 4.195477 0.39 -0.12 -0.20
C 17.536229 11.976379 4.288397 -0.11 -0.75 -0.76
S 17.059176 13.597164 4.309314 -0.64 1.40 -0.22
C 15.379232 13.144985 4.213334 0.31 -1.49 0.48
N 15.199942 11.846940 4.260576 -0.68 0.07 -0.39
C 16.392647 11.143729 4.223180 0.81 -0.20 0.53
C 16.587913 9.752474 4.208047 0.35 -0.30 0.90
C 14.248158 14.073880 4.201352 -0.36 0.80 0.38
C 14.516214 15.470144 4.171399 0.13 -1.36 -0.90
C 13.508975 16.383758 4.327914 -0.54 -0.27 0.68
C 12.192226 15.940416 4.480259 -0.04 1.41 -0.91
C 11.868669 14.619001 4.320104 -0.93 -0.63 0.68
C 12.891783 13.685303 4.271402 0.58 -0.47 0.86
H 17.784046 5.987633 3.061702 -0.04 0.22 0.04
H 18.191111 7.499104 2.213617 0.06 -0.05 -0.10
H 16.575180 7.250520 2.816292 -0.92 0.10 -0.17
H 19.555678 6.224055 4.772517 -0.07 0.81 -0.07
H 20.025113 7.845813 5.406300 -0.47 -0.45 -0.47
H 20.149849 7.471620 3.667125 -0.57 0.09 0.34
H 17.366501 6.183903 5.686958 -0.08 0.48 0.00
H 16.128137 7.409443 5.417008 0.20 0.13 0.09
H 17.576265 7.787616 6.450242 -0.49 -0.27 -0.16
H 20.006510 9.693839 4.254141 0.29 0.10 -0.27
H 19.702123 12.164225 4.063397 -0.54 -0.31 0.37
H 15.712241 9.080924 4.392856 0.93 0.72 -0.64
H 15.514683 15.787605 3.882513 -0.01 0.04 0.45
H 13.762854 17.422106 4.418016 -0.09 0.36 -0.16
H 11.387574 16.670815 4.579059 0.23 -0.20 0.06
H 10.799438 14.335399 4.327235 0.80 0.15 0.03
N 7.462756 10.742352 4.574896 0.76 0.53 0.49
N 7.763965 12.105551 4.524671 -1.38 2.07 -0.92
N 6.941968 13.019213 5.073332 0.77 -0.61 0.16
C 7.555026 14.186783 4.822029 1.44 -2.91 -1.41
N 8.691824 14.000628 4.087445 -1.49 -1.73 -0.21
N 8.743538 12.660301 3.811552 0.11 0.69 2.01
H 6.507154 10.521567 4.829517 0.05 0.67 -0.17
H 7.820510 10.229378 3.788254 0.07 0.21 -0.31
H 7.149291 15.124502 5.057718 -0.31 0.93 0.50
F 11.094670 9.673592 2.694859 1.04 0.60 2.06
C 11.438780 9.684108 4.057953 -2.48 -2.23 -0.43
F 10.196348 9.453965 4.697020 1.98 0.35 -0.49
C 12.362635 8.415800 4.276869 -0.21 -1.05 -0.73
F 11.674395 7.238966 4.000996 1.43 2.39 0.34
F 13.418695 8.569557 3.401317 -1.40 -0.51 1.42
F 12.830852 8.323749 5.547161 -0.43 0.41 -1.39
```
Forces are in eV/Å.

=====

C3H4FNS2 | ωB97M-V/def2-TZVPD

Output
- M (g/mol) = 137.20
- SMILES = FC[C@H]1SC=NS1
- E_HOMO (eV) = -8.63
- energy above the lowest of the compared OMol25 structures with the same formula, charge and spin (kcal per mole) = 1.3

XYZ file:
```
11
Properties=species:S:1:pos:R:3:forces:R:3
C -1.526824 -0.389824 -0.115028 0.53 0.56 0.56
C -0.099918 -0.275389 -0.754848 -1.81 0.00 -0.93
C 1.676728 0.877449 0.724731 0.20 -2.62 -0.02
H -2.022002 -1.369776 -0.168579 0.58 0.05 -0.08
H -2.191393 0.346709 -0.587863 0.23 -0.09 -0.02
H -0.271295 -0.352429 -1.856375 0.33 -0.18 0.71
H 2.152128 1.587002 1.331556 0.52 1.14 0.71
N 1.983602 -0.361700 0.903052 -0.70 0.68 -0.77
F -1.446758 -0.027453 1.239923 -0.04 -0.36 -0.53
S 0.565275 1.368800 -0.489809 -0.26 0.78 -0.39
S 1.180453 -1.403391 -0.226760 0.44 0.06 0.75
```
Forces are in eV/Å.

=====

C7H13O | ωB97M-V/def2-TZVPD

Output
- M (g/mol) = 113.18
- E_HOMO (eV) = -3.02
- total charge = -1
- energy above the lowest of the compared OMol25 structures with the same formula, charge and spin (kcal per mole) = 139.1

XYZ file:
```
21
Properties=species:S:1:pos:R:3:forces:R:3
C -2.535176 0.985772 0.733826 -0.11 -0.01 -0.31
O -2.137888 1.987529 1.518627 0.33 -0.28 -0.02
C -1.469727 0.508462 -0.315159 0.14 0.33 1.03
C -0.274381 -0.022159 0.445256 -2.26 -0.77 -1.42
C 0.858042 -0.592752 -0.299511 1.87 0.94 0.34
C 2.106161 -0.138045 -0.174526 0.31 -0.08 0.14
C 3.331547 -0.895010 -0.667509 -0.21 0.25 0.18
C 0.540321 -1.789019 -1.172962 -2.05 0.16 0.56
H -3.425197 1.217004 0.107063 -0.27 0.11 -0.04
H -2.802096 0.014004 1.240966 -0.05 0.09 0.31
H -1.227152 1.403249 -0.893455 0.30 -0.28 -0.40
H -1.921879 -0.287362 -0.909369 -0.04 0.05 -0.16
H 0.117731 0.941149 1.047316 0.40 0.21 0.31
H -0.680414 -0.619173 1.278441 0.39 -0.03 0.06
H 0.492914 1.735216 1.191060 0.33 -0.41 -0.33
H 3.117940 -1.935730 -0.933320 -0.01 -0.15 -0.09
H 4.093470 -0.943260 0.118848 -0.14 0.12 0.03
H 3.838716 -0.441175 -1.523466 -0.15 0.20 -0.05
H 0.150269 -2.562268 -0.494396 0.58 -0.50 -0.34
H -0.353947 -1.601070 -1.788855 0.29 0.26 -0.06
H 1.322214 -2.095010 -1.849750 0.36 -0.22 0.24
```
Forces are in eV/Å.